Here is 2 unconnected molecules or ions with the total composition C3H12NOS2 at a distorted geometry from the OMol25 dataset. Energies are from the ωB97M-V functional and the def2-TZVPD basis.

```
19
Properties=species:S:1:pos:R:3:forces:R:3:lowdin_charge:R:1
N -0.582 0.170 -0.428 -0.135 3.514 0.754 0.1545
C 0.652 0.840 0.259 -0.355 0.325 0.595 -0.4141
C 1.024 1.927 -0.743 1.055 1.315 -2.323 -0.1175
C 1.625 -0.328 0.509 3.879 2.941 0.240 -0.5897
S 0.990 -1.578 1.705 3.407 3.307 2.001 0.1906
S -0.041 -3.084 1.104 -5.421 -4.416 -1.442 0.0256
H -0.600 0.438 -1.382 0.677 -0.069 -1.432 0.1106
H -0.555 -0.802 -0.357 -0.315 -2.542 0.657 0.0341
H -1.499 0.577 -0.156 0.635 -1.009 0.621 0.1216
H 0.233 1.320 1.251 1.041 -1.190 -1.831 0.1699
H 0.344 2.808 -0.784 -0.452 -0.841 0.106 0.0665
H 1.968 2.540 -0.573 -0.713 -1.622 -0.001 0.0944
H 1.044 1.485 -1.865 0.310 0.978 2.497 0.1219
H 2.153 -0.738 -0.442 -1.417 0.504 1.309 0.0960
H 2.601 0.063 1.139 -2.430 -0.443 -1.593 0.0990
H 0.573 -3.840 0.228 1.152 -0.552 -0.374 -0.2626
H -3.410 -1.040 -0.466 0.863 0.871 0.588 0.0974
H -3.561 -0.384 0.884 0.423 0.181 -0.073 0.0765
O -2.960 -0.374 0.119 -2.204 -1.253 -0.297 -0.0747
```
Forces are in eV/Å.

Output
Total charge: 0
Energy, eV: -28508.199
Multiplicity: 2
E_HOMO (spin up / spin down), Ha: -0.088 / -0.250
<S²>: 0.754
ΔE to the lowest compared entry with this formula, charge and spin, kJ/mol: 298.2



Here is a molecular structure, C14H20BaINO4SSi2 at a distorted geometry from the OMol25 dataset. Energies are from the ωB97M-V functional and the def2-TZVPD basis.

```
44
Properties=species:S:1:pos:R:3:forces:R:3:lowdin_charge:R:1
C 2.379 3.084 -0.001 -1.430 -0.414 -2.179 -0.0784
C 1.556 2.935 -1.268 1.556 -0.088 1.401 -0.1954
C 1.856 1.706 -2.358 -1.749 0.280 0.766 -0.2193
Si 0.929 0.127 -1.648 1.248 2.148 0.883 0.4214
N 0.387 -0.945 -2.987 4.200 -7.686 1.501 0.0273
C 0.942 -2.225 -2.864 -4.974 -2.928 2.106 -0.0895
O 0.963 -3.561 -2.596 0.658 10.839 -2.489 -0.0175
O -0.356 0.746 -0.620 -0.700 -2.683 -2.944 -0.3788
Si -1.954 0.378 -1.250 0.445 3.919 1.209 0.5161
C -3.181 1.601 -0.324 -0.113 -0.179 0.287 -0.3251
C -2.529 1.847 1.176 -1.285 -1.126 0.768 -0.8055
C -3.689 1.985 2.369 1.022 -0.179 -0.094 -0.1676
I -1.303 3.671 1.140 -0.476 -0.932 0.068 0.8560
S -2.673 -1.613 -0.826 -3.148 -7.312 -2.496 0.6090
C -3.359 -1.776 0.928 -0.759 0.326 1.723 -0.1815
O -3.871 -1.953 -1.795 3.747 2.374 3.379 -0.4091
O -1.630 -2.743 -0.995 -1.104 3.174 1.279 -0.4827
C 2.224 -0.710 -0.445 3.037 -2.702 3.521 -0.1360
C 1.741 -2.020 0.434 3.037 0.943 0.568 -0.0470
C 2.718 -2.787 1.504 1.633 3.953 -2.886 -0.2376
C 4.246 -2.184 1.700 -1.304 1.587 -1.934 -0.0214
C 4.819 -0.875 0.833 -4.583 -1.918 -0.260 0.0137
C 3.768 -0.152 -0.238 -0.662 -3.141 2.349 0.0212
H 3.187 3.931 0.064 -2.791 -0.759 0.652 0.0763
H 2.140 2.372 0.905 1.724 0.530 -2.296 0.0682
H 0.652 3.679 -1.487 2.948 -0.849 -0.417 0.0964
H 1.324 1.981 -3.391 1.325 -0.480 2.259 0.1126
H 3.007 1.521 -2.506 -2.446 0.574 0.243 0.0838
H -2.032 0.587 -2.707 0.181 -0.515 0.065 0.0319
H -3.268 2.587 -0.968 0.255 -1.929 1.454 0.0927
H -4.278 1.145 -0.267 2.316 0.890 -0.009 0.1034
H -1.836 0.941 1.530 -1.233 2.143 -1.132 0.0608
H -3.658 3.080 2.780 -0.524 -2.196 -0.867 0.0570
H -3.373 1.272 3.267 -0.843 1.497 -1.939 0.0887
H -4.715 1.657 1.911 1.873 0.823 1.145 0.0835
H -3.110 -2.833 1.411 -0.438 2.198 -1.588 0.0877
H -4.534 -1.622 0.914 2.555 -0.368 -0.291 0.1079
H -2.922 -0.964 1.649 -0.657 -1.381 -1.496 0.0540
H 0.642 -2.397 0.276 2.062 0.810 0.174 0.0649
H 2.330 -3.714 2.112 2.550 4.966 -0.638 -0.2578
H 4.960 -2.699 2.494 -1.646 1.257 -1.913 0.1032
H 5.925 -0.470 1.001 -2.747 -1.067 -0.372 0.1218
H 4.192 0.770 -0.831 -1.171 -2.015 1.287 0.0986
Ba 1.385 -5.359 1.971 -1.587 -2.381 -0.843 1.9926
```
Forces are in eV/Å.

Output
Total charge: +2
Energy, eV: -59875.330
E_HOMO, Ha: -0.424



Here is a gas-phase ion, C3H10NO (charge +2) at a distorted geometry from the OMol25 dataset. Energies are from the ωB97M-V functional and the def2-TZVPD basis.

```
15
Properties=species:S:1:pos:R:3:forces:R:3:lowdin_charge:R:1
C -1.029 -0.411 -0.113 2.547 2.817 -3.700 0.0095
O -0.761 -0.823 -1.487 -0.661 -0.105 0.939 0.3282
C 0.137 0.510 0.203 0.435 1.010 -2.229 -0.3714
C 0.120 1.000 1.538 -1.031 3.421 3.655 -0.0506
N 1.418 -0.218 -0.107 0.938 -3.013 -2.479 0.1993
H -1.937 0.152 -0.219 -1.362 0.358 0.286 0.1989
H -1.149 -1.232 0.470 -0.763 -3.084 2.069 0.1604
H -1.531 -1.279 -1.893 -0.414 -0.392 -0.408 0.2175
H 0.044 1.417 -0.549 0.447 -1.762 1.375 0.2253
H -0.858 1.500 1.724 0.274 -0.236 -0.237 0.1369
H 0.789 1.866 1.706 0.015 -0.385 -0.513 0.1325
H 0.243 0.451 2.468 0.183 -1.216 -0.505 0.1236
H 1.430 -1.258 0.354 0.424 3.064 -1.130 0.2635
H 1.400 -0.355 -1.195 0.421 -0.161 2.254 0.2045
H 2.364 0.258 0.011 -1.454 -0.316 0.624 0.2218
```
Forces are in eV/Å.

Output
Total charge: +2
Energy, eV: -6787.658
Multiplicity: 2
E_HOMO (spin up / spin down), Ha: -0.791 / -0.791
<S²>: 0.754
ΔE to the lowest compared entry with this formula, charge and spin, kJ/mol: 417.9



Here is a molecular structure, C54H47F3N8NaO3P2SSe2 at a distorted geometry from the OMol25 dataset. Energies are from the ωB97M-V functional and the def2-TZVPD basis.

```
121
Properties=species:S:1:pos:R:3:forces:R:3:lowdin_charge:R:1
Na -2.550 -1.681 -0.167 0.559 1.276 1.164 0.2562
Se 0.395 -0.591 6.496 -0.002 0.109 0.063 0.3359
P 1.461 -0.332 4.695 0.429 0.109 0.458 0.5420
C 2.853 -1.504 4.624 -0.110 0.086 -0.022 -0.3498
C 2.547 -2.859 4.619 0.008 -0.024 -0.023 -0.1032
C 3.559 -3.799 4.664 -0.116 -0.071 0.007 -0.0798
C 4.883 -3.394 4.718 0.122 0.018 0.033 -0.0948
C 5.190 -2.044 4.718 0.206 -0.092 0.041 -0.0896
C 4.179 -1.099 4.674 -0.196 0.151 -0.051 -0.0746
C 2.272 1.296 4.553 -0.274 -0.187 -0.030 -0.3708
C 2.762 1.676 3.310 -0.060 -0.059 0.036 -0.0778
C 3.357 2.913 3.159 0.079 0.110 -0.131 -0.0732
C 3.462 3.769 4.244 0.039 0.104 0.014 -0.0880
C 2.969 3.389 5.481 0.122 0.089 0.033 -0.0997
C 2.373 2.152 5.638 0.021 -0.146 0.068 -0.1250
C 0.594 -0.580 3.168 -0.293 -0.005 0.015 -0.4395
C -0.671 -0.299 2.622 0.260 0.067 0.435 -0.4265
N -0.675 -0.840 1.399 -0.835 0.014 -0.197 -0.0285
N 0.484 -1.412 1.201 0.353 -0.537 -1.001 -0.0614
N 1.270 -1.275 2.233 0.281 0.001 0.204 -0.0104
P -2.081 0.656 3.157 0.350 0.458 0.719 0.5574
Se -3.770 0.624 1.926 -0.225 -0.199 -0.295 0.4008
C -1.462 2.368 3.401 -0.249 -0.291 -0.057 -0.3143
C -1.827 3.350 2.488 -0.095 -0.085 -0.079 -0.1079
C -1.436 4.663 2.681 0.033 0.081 -0.039 -0.0832
C -0.686 5.002 3.794 0.034 0.092 0.043 -0.0861
C -0.307 4.025 4.698 0.046 0.076 0.098 -0.0794
C -0.681 2.708 4.499 -0.066 -0.134 -0.003 -0.0991
C -2.564 0.005 4.778 -0.026 -0.002 -0.174 -0.4046
C -2.696 -1.379 4.842 0.052 0.101 0.025 -0.1361
C -3.304 -1.965 5.935 -0.033 -0.048 -0.079 -0.0829
C -3.797 -1.167 6.954 -0.064 -0.055 0.160 -0.0900
C -3.652 0.209 6.901 -0.068 0.062 0.090 -0.0853
C -3.034 0.800 5.814 0.100 0.019 -0.182 -0.1003
H 1.511 -3.165 4.573 -0.064 -0.084 0.024 0.1043
H 3.313 -4.851 4.661 -0.019 -0.078 -0.016 0.1009
H 5.675 -4.129 4.769 0.019 -0.023 -0.033 0.0972
H 6.222 -1.722 4.758 0.027 0.008 -0.003 0.0987
H 4.427 -0.047 4.671 0.025 0.040 0.029 0.0987
H 2.669 0.995 2.475 -0.006 -0.012 -0.136 0.1076
H 3.728 3.215 2.191 0.051 0.029 -0.075 0.1023
H 3.927 4.737 4.124 0.019 0.086 -0.025 0.0987
H 3.040 4.065 6.322 0.023 0.041 0.076 0.1025
H 1.964 1.845 6.591 -0.034 -0.049 0.060 0.0683
H -2.441 3.073 1.640 -0.057 0.011 0.001 0.0477
H -1.731 5.430 1.977 -0.021 -0.005 -0.070 0.0999
H -0.401 6.031 3.964 0.025 0.078 -0.004 0.0987
H 0.267 4.291 5.573 0.073 -0.003 0.022 0.0990
H -0.381 1.948 5.207 -0.060 -0.060 0.141 0.0549
H -2.324 -1.992 4.033 0.035 -0.042 -0.035 0.0924
H -3.409 -3.040 5.975 0.002 -0.066 0.050 0.1052
H -4.306 -1.620 7.793 -0.005 -0.048 0.101 0.0975
H -4.047 0.827 7.698 0.051 -0.006 0.030 0.1010
H -2.912 1.874 5.775 -0.085 0.050 -0.045 0.1056
F 3.449 0.930 -2.389 -0.400 -0.338 -0.189 0.0317
C 2.750 -0.118 -2.934 0.081 0.269 0.402 -0.1799
C 1.493 -0.382 -2.455 -0.146 -0.474 -0.360 0.0911
C 0.717 -1.418 -3.000 0.860 0.465 -0.005 -0.0355
C -0.660 -1.585 -2.513 -0.220 -0.155 -0.294 -0.2976
O -1.140 -0.809 -1.692 0.407 0.016 -0.096 0.0143
C -1.365 -2.677 -3.153 -0.771 -0.068 0.514 -0.0067
C -0.771 -3.403 -4.111 0.568 0.082 -0.254 0.0306
N 0.527 -3.242 -4.551 -0.889 -0.420 0.357 -0.0035
C 0.923 -3.981 -5.707 0.249 -0.069 -0.536 -0.2727
C 0.567 -5.434 -5.807 -0.035 0.046 0.001 -0.0946
C 2.001 -5.032 -5.664 0.096 0.012 -0.001 -0.1021
C 1.278 -2.225 -4.012 0.187 0.477 0.341 -0.1256
C 2.575 -1.962 -4.454 0.317 0.601 0.365 0.0568
C 3.323 -0.882 -3.946 0.066 -0.609 -0.924 -0.1226
N 4.613 -0.641 -4.538 -1.747 0.503 0.538 -0.1374
C 5.486 0.377 -3.975 0.434 0.186 0.179 -0.1542
C 6.866 0.167 -4.647 -0.237 0.493 0.119 -0.2057
N 6.798 -1.201 -5.211 -1.512 0.596 0.209 -0.0351
C 5.977 -1.172 -6.442 -0.402 0.286 -0.313 -0.2249
C 4.636 -0.542 -5.993 0.171 -0.299 -0.286 -0.1351
C -2.833 -3.084 -2.808 0.982 -0.179 -1.122 -0.6415
O -3.370 -3.835 -3.623 -0.291 -0.243 -0.181 -0.0098
O -3.285 -2.616 -1.755 -1.041 -0.304 0.223 -0.0760
H 1.063 0.206 -1.662 -0.072 0.133 0.155 0.1334
H -1.356 -4.167 -4.602 0.002 -0.028 -0.016 0.1328
H 0.862 -3.401 -6.629 0.027 -0.110 0.074 0.1539
H 0.207 -5.816 -6.749 0.013 0.078 -0.109 0.1032
H 0.101 -5.889 -4.948 -0.029 0.016 0.120 0.1091
H 2.655 -5.119 -6.522 -0.023 0.065 0.006 0.0969
H 2.474 -5.245 -4.719 0.023 0.083 0.155 0.1080
H 3.014 -2.601 -5.205 0.062 -0.002 -0.016 0.1039
H 5.548 0.223 -2.897 0.114 0.009 -0.153 0.1241
H 5.140 1.402 -4.152 -0.053 -0.130 -0.029 0.1287
H 7.682 0.255 -3.931 0.097 -0.276 -0.006 0.0797
H 7.046 0.876 -5.457 -0.001 -0.163 0.095 0.1059
H 6.110 -1.662 -4.543 1.155 -0.440 -0.334 0.1140
H 7.697 -1.669 -5.315 1.283 -0.787 -0.084 -0.0146
H 5.835 -2.193 -6.801 0.180 -0.086 0.152 0.0775
H 6.476 -0.585 -7.213 0.089 -0.055 0.098 0.0903
H 3.792 -1.094 -6.399 0.126 0.068 -0.104 0.1099
H 4.555 0.498 -6.337 -0.007 -0.028 0.146 0.1298
S -5.085 3.502 -4.494 0.012 -0.231 0.372 0.9539
C -4.409 2.337 -3.292 -0.114 0.245 -0.366 -0.5119
C -5.000 1.101 -3.106 0.019 -0.006 0.053 -0.0629
C -4.542 0.315 -2.056 -0.314 0.052 -0.356 -0.1106
N -3.586 0.704 -1.238 0.176 -0.578 0.176 0.0358
C -2.993 1.859 -1.457 0.224 0.411 -0.044 -0.1447
C -3.357 2.722 -2.479 -0.008 -0.119 0.058 -0.0734
C -6.319 4.135 -3.358 -0.001 0.078 -0.119 -0.5179
C -7.576 3.548 -3.279 0.255 0.164 -0.050 -0.0809
C -8.474 4.056 -2.359 -0.185 -0.046 0.011 -0.1489
N -8.209 5.074 -1.552 -0.158 0.053 0.171 0.0554
C -7.004 5.622 -1.634 0.013 0.172 0.114 -0.1497
C -6.025 5.200 -2.514 -0.081 -0.212 -0.225 -0.0791
H -5.802 0.764 -3.744 -0.079 -0.033 -0.054 0.1040
H -4.953 -0.663 -1.863 -0.139 -0.200 -0.093 0.1102
H -2.197 2.113 -0.772 0.157 0.063 0.100 0.1057
H -2.855 3.666 -2.630 0.018 0.061 0.043 0.1009
H -7.837 2.720 -3.918 -0.031 -0.088 -0.049 0.1015
H -9.465 3.630 -2.258 -0.051 -0.093 -0.061 0.1038
H -6.823 6.446 -0.956 0.104 0.060 0.011 0.1036
H -5.059 5.679 -2.547 0.091 0.034 0.010 0.1016
F -2.887 -3.896 2.570 -0.777 0.744 -1.342 -0.0082
C -3.954 -3.528 1.772 -0.230 -2.679 2.531 -0.0686
F -4.677 -4.683 1.598 0.799 1.399 -0.525 0.0082
H -4.577 -2.825 2.338 0.202 0.571 -0.635 0.1102
```
Forces are in eV/Å.

Output
Total charge: -1
Energy, eV: -247497.202
E_HOMO (spin up / spin down), Ha: -0.204 / -0.058
ΔE to the lowest compared entry with this formula, charge and spin, kJ/mol: 160.6



Among the records above, which one has the highest energy? C3H10NO



Number 3 is which compound? C3H10NO



Repeat the third record exactly.
Here is a gas-phase ion, C3H10NO (charge +2) at a distorted geometry from the OMol25 dataset. Energies are from the ωB97M-V functional and the def2-TZVPD basis.

```
15
Properties=species:S:1:pos:R:3:forces:R:3:lowdin_charge:R:1
C -1.029 -0.411 -0.113 2.547 2.817 -3.700 0.0095
O -0.761 -0.823 -1.487 -0.661 -0.105 0.939 0.3282
C 0.137 0.510 0.203 0.435 1.010 -2.229 -0.3714
C 0.120 1.000 1.538 -1.031 3.421 3.655 -0.0506
N 1.418 -0.218 -0.107 0.938 -3.013 -2.479 0.1993
H -1.937 0.152 -0.219 -1.362 0.358 0.286 0.1989
H -1.149 -1.232 0.470 -0.763 -3.084 2.069 0.1604
H -1.531 -1.279 -1.893 -0.414 -0.392 -0.408 0.2175
H 0.044 1.417 -0.549 0.447 -1.762 1.375 0.2253
H -0.858 1.500 1.724 0.274 -0.236 -0.237 0.1369
H 0.789 1.866 1.706 0.015 -0.385 -0.513 0.1325
H 0.243 0.451 2.468 0.183 -1.216 -0.505 0.1236
H 1.430 -1.258 0.354 0.424 3.064 -1.130 0.2635
H 1.400 -0.355 -1.195 0.421 -0.161 2.254 0.2045
H 2.364 0.258 0.011 -1.454 -0.316 0.624 0.2218
```
Forces are in eV/Å.

Output
Total charge: +2
Energy, eV: -6787.658
Multiplicity: 2
E_HOMO (spin up / spin down), Ha: -0.791 / -0.791
<S²>: 0.754
ΔE to the lowest compared entry with this formula, charge and spin, kJ/mol: 417.9



Look up the energy of the second one. -59875.330 eV